[1]
Entry from the Open Molecules 2025 dataset: a structure of composition C20H34Br4CoN4O6SeSi2Te in a non-equilibrium geometry (ωB97M-V/def2-TZVPD).

## Properties
* multiplicity: 2
* ΔE to the lowest compared entry with this formula, charge and spin: 9.45 kcal per mole
* electronic energy: -16380.309080 Ha
* frontier orbital gap (spin up / spin down): 6.03 / 6.04 eV
* lowest unoccupied orbital energy (spin up / spin down): 3.9550 / 3.9550 eV
* net charge: -2

The geometry in XYZ format:
```
73
Properties=species:S:1:pos:R:3:forces:R:3
Co -1.05130 -0.09780 -0.61982 0.66 -0.18 1.58
Br -0.01320 -2.93077 5.69711 0.14 -0.04 0.11
C -0.75561 -1.96141 4.25172 -0.29 -0.08 0.32
C -2.09344 -1.62820 4.26621 0.20 -0.23 0.36
Br -3.17895 -2.09240 5.74431 -0.11 -0.01 0.15
C -2.65528 -0.97461 3.17366 -0.32 0.11 -0.16
Br -4.50992 -0.58476 3.12578 -0.04 0.13 -0.14
C -1.91229 -0.64255 2.04698 0.32 -0.21 0.22
O -2.41592 -0.10941 0.99233 0.18 0.30 -1.37
C -0.49278 -0.94047 2.05651 -0.65 0.04 0.28
O 0.17340 -0.58913 1.00679 -0.43 0.29 -1.07
C 0.03339 -1.61004 3.15196 0.22 -0.13 -0.09
Br 1.84748 -2.16264 3.08417 -0.03 0.11 -0.16
C 3.17649 2.13840 -3.86397 0.00 -0.72 0.16
Si 3.68573 0.30490 -3.70419 0.86 0.10 -0.32
C 5.41931 0.17418 -4.55730 -0.61 0.08 0.28
C 2.58124 -0.87759 -4.68631 0.11 0.47 0.55
C 4.04320 -0.20076 -1.90906 -0.69 0.12 -0.45
Te 2.38796 -0.16338 -0.48364 1.82 0.25 0.63
C 3.85938 0.20710 1.14809 -0.23 0.59 -0.45
Si 4.49317 1.95339 1.46374 0.10 0.12 0.25
C 3.19434 3.04180 2.35469 0.33 -0.51 -0.43
C 5.14637 2.91752 -0.05805 -0.27 -0.47 0.52
C 5.95281 1.75858 2.69653 -0.41 0.11 -0.41
H 3.19932 2.46018 -4.90165 0.01 -0.05 -0.23
H 3.83464 2.79749 -3.30192 0.16 -0.01 0.15
H 2.16359 2.28203 -3.50535 -0.28 0.04 0.08
H 5.36667 0.47103 -5.60053 -0.06 0.08 -0.27
H 5.78931 -0.84674 -4.52716 0.04 -0.25 0.04
H 6.15818 0.80427 -4.07157 0.14 0.18 0.16
H 2.63866 -0.69160 -5.75545 0.10 0.15 -0.17
H 1.54352 -0.76572 -4.39487 -0.02 -0.08 -0.11
H 2.85564 -1.91419 -4.51116 0.12 -0.17 0.09
H 4.80717 0.44486 -1.48872 0.16 0.28 -0.07
H 4.44801 -1.21228 -1.90743 -0.01 -0.13 0.00
H 4.68562 -0.48792 1.01340 0.13 -0.11 -0.10
H 3.34160 -0.10607 2.04970 -0.11 -0.03 0.19
H 2.37366 3.31468 1.69804 -0.15 0.02 -0.14
H 3.61830 3.96425 2.74316 0.20 0.12 0.03
H 2.76701 2.49091 3.18859 -0.08 -0.11 0.16
H 4.40113 2.94128 -0.84602 -0.23 -0.01 -0.17
H 6.03733 2.44962 -0.46503 0.21 -0.14 -0.08
H 5.39876 3.94408 0.19738 0.01 0.15 0.15
H 5.62427 1.22155 3.58201 -0.13 -0.12 0.15
H 6.35730 2.71202 3.02192 0.09 0.27 0.04
H 6.76099 1.18384 2.25184 0.15 -0.11 -0.13
O -2.08923 -0.17382 -2.35795 -0.56 0.22 1.60
Se -0.74104 -0.36819 -3.28293 -0.08 -0.13 -1.52
O -0.84256 -1.66964 -4.18636 0.00 -1.34 -0.42
O 0.45232 -0.47068 -2.12839 -1.00 0.09 0.80
O -0.51728 0.92096 -4.20028 0.28 1.23 -0.53
C -0.52575 2.68105 0.73084 0.15 -0.18 0.54
N -0.54461 4.14237 0.72779 0.08 0.07 0.18
C -1.91313 4.56756 0.45646 -0.09 0.21 0.20
N -2.41141 4.06594 -0.81614 -0.23 0.09 -0.08
C -2.35707 2.60813 -0.78360 -0.42 -0.15 0.01
N -0.99058 2.12574 -0.53950 -0.02 -0.52 -0.16
C -0.11608 2.63969 -1.60193 0.37 0.01 -0.39
N -0.14295 4.09600 -1.65159 0.17 0.22 -0.21
C 0.29534 4.61459 -0.36934 0.17 0.18 0.01
C -1.51594 4.52155 -1.87442 -0.01 0.20 -0.17
H -1.17747 2.32671 1.53312 0.04 -0.11 -0.04
H 0.49326 2.33058 0.91602 -0.08 -0.06 -0.04
H -1.94303 5.66436 0.45093 -0.04 -0.09 -0.02
H -2.55751 4.19584 1.25815 0.00 0.05 -0.03
H -2.70804 2.20654 -1.73709 0.08 -0.04 0.09
H -3.00125 2.24352 0.02055 0.06 -0.10 -0.06
H -0.43685 2.24472 -2.56969 0.07 0.02 0.13
H 0.90803 2.30566 -1.39434 -0.20 -0.02 -0.08
H 0.24721 5.71038 -0.39822 0.07 -0.07 0.04
H 1.33106 4.30373 -0.19905 -0.07 0.02 0.04
H -1.85569 4.10681 -2.82677 -0.02 0.09 0.02
H -1.54194 5.61808 -1.91016 -0.04 -0.08 -0.07
```
Forces are in eV/Å.

[2]
Entry from the Open Molecules 2025 dataset: a cluster of 4 separate species, C20H34ClF3O14S2 in total in a non-equilibrium geometry (ωB97M-V/def2-TZVPD).

## Properties
* multiplicity: 1
* electronic energy: -3392.037413 Ha
* frontier orbital gap: 10.27 eV
* lowest unoccupied orbital energy: 0.0737 eV
* SMILES: O=C1O[C@H](C[C@H](O)C(F)(F)F)[C@@H](S)[C@H]1CCCCS(=O)(=O)Cl.COC(=O)OC.COC(=O)OC.COC(=O)OC

The geometry in XYZ format:
```
74
Properties=species:S:1:pos:R:3:forces:R:3
O -1.90750 -0.69878 -0.94738 0.01 -0.01 0.07
C -1.05969 -0.23664 -1.65018 -0.20 -0.18 -0.26
O -0.11721 0.60791 -1.19813 0.34 0.04 0.01
C 0.88712 0.82043 -2.24843 -0.74 -0.04 0.66
C 1.53281 2.15820 -1.90793 -0.08 -0.16 -0.39
C 2.93072 2.48851 -2.44245 -0.10 0.20 -0.02
O 2.97836 3.05110 -3.73412 0.01 0.03 0.13
C 3.90554 1.31031 -2.41682 0.09 0.38 -0.04
F 3.73455 0.56243 -1.30696 -0.06 0.02 0.09
F 5.16764 1.76526 -2.40877 0.02 0.02 -0.02
F 3.79904 0.49865 -3.46525 -0.24 -0.28 -0.19
C 0.00838 0.70733 -3.49110 -0.13 -0.25 -0.29
S 0.85828 0.82575 -5.07265 -0.09 0.01 -0.17
C -0.88338 -0.50237 -3.15885 0.17 0.27 1.08
C -0.28700 -1.91281 -3.26367 -0.37 -0.08 -0.26
C -0.32467 -2.62564 -4.63169 0.14 0.04 0.14
C -1.59402 -2.39239 -5.46690 0.05 -0.26 0.12
C -1.49346 -1.29671 -6.52767 0.12 0.26 0.48
S -2.40534 -1.67341 -8.02521 -0.45 0.09 0.05
O -3.32084 -0.60914 -8.29165 0.18 -0.08 -0.03
O -2.85536 -3.02886 -8.01717 0.14 0.06 -0.07
Cl -0.92902 -1.54668 -9.43677 0.03 -0.03 -0.08
H 1.55272 -0.03584 -2.13812 0.32 0.21 -0.34
H 1.55234 2.22205 -0.82060 0.05 -0.05 -0.01
H 0.84653 2.93754 -2.25335 0.10 0.15 0.12
H 3.37364 3.21916 -1.75795 -0.03 -0.07 0.07
H 2.08795 3.14192 -4.08738 0.07 -0.21 -0.07
H -0.67606 1.56183 -3.49533 0.23 0.18 -0.02
H 1.62708 -0.26489 -4.96520 0.09 0.01 0.12
H -1.90755 -0.42977 -3.52449 0.19 -0.09 -0.52
H -0.86686 -2.53722 -2.57932 -0.01 0.12 0.07
H 0.72769 -1.89023 -2.85822 0.06 -0.14 -0.12
H 0.58724 -2.42173 -5.19801 -0.15 0.09 -0.17
H -0.29575 -3.69486 -4.41278 0.15 0.03 0.01
H -2.42021 -2.18108 -4.78366 -0.08 0.00 -0.14
H -1.85916 -3.32706 -5.95864 0.06 0.02 -0.04
H -0.46704 -1.07578 -6.81047 -0.04 -0.18 -0.11
H -1.91838 -0.35257 -6.18609 -0.05 0.00 -0.13
C 9.97797 0.48760 2.96371 0.09 0.03 0.11
O 8.77371 0.94880 2.34652 -0.01 0.02 0.00
C 8.37940 0.21808 1.30345 -0.01 0.04 0.03
O 8.94308 -0.75328 0.87275 0.02 -0.04 -0.02
O 7.25709 0.74867 0.82407 -0.06 0.05 -0.01
C 6.71535 0.06237 -0.30883 0.27 -0.27 -0.02
H 10.17256 1.17005 3.78547 -0.06 0.03 -0.02
H 9.85088 -0.52355 3.34523 0.01 -0.03 -0.06
H 10.80552 0.51393 2.25761 -0.02 -0.06 -0.03
H 6.46762 -0.96561 -0.04749 0.09 -0.02 -0.02
H 7.42225 0.07577 -1.13710 0.06 -0.08 0.05
H 5.82777 0.58793 -0.59884 -0.12 0.21 0.19
C -6.81345 1.03142 3.95480 -0.10 0.03 0.08
O -5.90015 -0.05561 3.78567 -0.05 0.00 -0.02
C -4.97031 0.14778 2.84645 0.03 -0.04 0.04
O -4.86548 1.13646 2.17038 -0.01 0.03 -0.03
O -4.19113 -0.92645 2.80002 0.04 -0.04 0.03
C -3.13321 -0.85028 1.83078 0.06 -0.05 0.00
H -7.49812 0.72632 4.74121 0.03 -0.05 0.00
H -6.28439 1.93351 4.25605 0.02 0.02 -0.07
H -7.36655 1.21471 3.03592 0.05 0.04 -0.03
H -2.47042 -0.01854 2.05880 -0.04 0.05 -0.05
H -3.53337 -0.74088 0.82986 -0.04 0.08 -0.01
H -2.58718 -1.78553 1.90451 -0.06 -0.03 0.06
C -4.83423 -1.29798 6.74237 -0.03 -0.13 -0.09
O -5.03526 -0.85022 8.08937 -0.01 -0.04 0.02
C -4.30032 0.20379 8.43018 -0.04 -0.02 0.02
O -3.51854 0.78214 7.72141 0.03 0.03 -0.03
O -4.57842 0.51559 9.69717 -0.01 -0.01 0.02
C -3.85190 1.64042 10.19667 0.01 0.07 0.12
H -5.49294 -2.14998 6.60437 -0.03 0.01 0.09
H -5.09647 -0.51991 6.03269 0.07 0.04 -0.01
H -3.80170 -1.60690 6.59204 0.03 0.07 -0.01
H -4.08058 2.53325 9.61798 0.04 -0.01 -0.05
H -2.78106 1.44855 10.17008 0.01 0.02 -0.06
H -4.17713 1.77366 11.22407 -0.04 -0.05 -0.01
```
Forces are in eV/Å.

[3]
Entry from the Open Molecules 2025 dataset: a cluster of 2 separate species, C20H34ClF3O6S in total in a non-equilibrium geometry (ωB97M-V/def2-TZVPD).

## Properties
* multiplicity: 1
* ΔE to the lowest compared entry with this formula, charge and spin: 0.00 kcal per mole
* electronic energy: -2391.867828 Ha
* frontier orbital gap: 10.20 eV
* lowest unoccupied orbital energy: 0.5265 eV
* SMILES: C=CC[C@]1(CCCCCCCC)OS(=O)(=O)O[C@@H]1CCCCl.CCOC(=O)C(F)(F)F

The geometry in XYZ format:
```
65
Properties=species:S:1:pos:R:3:forces:R:3
C -1.11563 -4.34219 -0.41462 -0.08 -0.08 -0.13
C -2.27923 -4.20833 -1.03817 0.25 0.10 -0.02
C -3.09606 -2.95454 -1.21451 0.42 0.00 -0.42
C -2.76507 -1.74509 -0.33298 -0.48 0.03 -0.26
C -1.69445 -0.78462 -0.85549 0.41 -0.16 0.33
C -0.66551 -1.27662 -1.87669 0.11 0.12 -0.16
C -0.02163 -0.11011 -2.64574 -0.06 -0.01 0.14
C 1.16966 0.52590 -1.91015 -0.15 0.32 -0.01
C 0.82541 1.86790 -1.23288 0.22 -0.28 0.08
C 1.64600 2.12074 0.03471 -0.23 -0.41 -0.16
C 1.30529 1.14946 1.17543 0.13 0.17 0.32
C 0.31988 1.73841 2.18244 -0.11 -0.03 -0.27
O -2.42993 -2.14145 1.03827 -0.07 -0.23 -0.09
S -3.75248 -2.54132 1.82858 -0.01 -0.01 0.08
O -3.97482 -3.93944 1.76746 -0.11 -0.10 -0.04
O -3.73995 -1.86979 3.07655 0.11 0.07 0.12
O -4.79174 -1.82544 0.84390 0.00 -0.14 -0.25
C -4.03955 -0.95118 -0.02328 0.65 0.87 0.41
C -4.85279 -0.34635 -1.15450 -0.38 -0.27 0.31
C -4.91024 1.17902 -1.06652 -0.13 -0.11 -0.07
C -5.83261 1.77724 -2.12738 0.21 0.06 -0.02
Cl -7.44506 2.17769 -1.46648 -0.06 -0.08 -0.02
H -0.49460 -3.50799 -0.11780 -0.28 0.04 0.44
H -0.74997 -5.32988 -0.16290 0.24 -0.01 -0.42
H -2.71943 -5.08910 -1.49588 -0.25 -0.06 0.40
H -4.14340 -3.23178 -1.08596 -0.01 0.01 0.12
H -3.00460 -2.61468 -2.25172 -0.15 -0.01 -0.03
H -1.16208 -0.42762 0.03002 -0.06 0.15 0.00
H -2.19640 0.09376 -1.26924 -0.13 -0.08 -0.08
H 0.13538 -1.81755 -1.37158 -0.06 -0.14 0.00
H -1.10095 -1.97568 -2.59090 -0.13 0.02 0.04
H 0.26308 -0.44790 -3.64232 0.13 -0.08 0.04
H -0.78467 0.66020 -2.80026 0.01 0.01 -0.16
H 1.54697 -0.16675 -1.15552 0.04 -0.09 -0.08
H 1.98648 0.70279 -2.61162 0.08 -0.07 0.04
H -0.24046 1.88091 -0.98277 -0.02 0.12 -0.02
H 1.02858 2.66154 -1.95480 -0.28 0.13 0.04
H 1.46011 3.13887 0.38359 0.22 0.07 -0.04
H 2.70230 2.01543 -0.22392 0.05 0.18 0.06
H 0.90030 0.20912 0.79241 0.04 0.01 -0.09
H 2.22443 0.88754 1.70095 0.00 -0.05 0.01
H 0.10789 1.03693 2.98853 -0.01 0.02 0.05
H -0.63029 1.98467 1.69897 -0.02 0.02 0.03
H 0.71475 2.66097 2.60947 0.01 -0.01 0.08
H -3.69354 -0.13296 0.62324 -0.05 0.07 -0.07
H -5.87906 -0.70314 -1.03808 0.02 -0.18 -0.22
H -4.47296 -0.67069 -2.12492 -0.06 -0.04 -0.02
H -3.91587 1.62170 -1.15862 0.04 -0.06 -0.02
H -5.29297 1.44118 -0.08011 0.10 0.13 0.03
H -5.42478 2.69661 -2.53590 -0.06 0.07 0.03
H -5.99518 1.08403 -2.94986 -0.02 0.00 -0.01
C 6.96467 1.08931 4.04492 -0.01 -0.12 -0.10
C 6.89892 2.19739 3.01969 0.02 0.14 0.20
O 6.99846 1.67087 1.67397 -0.03 0.00 -0.04
C 5.88146 1.19491 1.15486 -0.01 0.01 -0.04
O 4.79930 1.15238 1.66225 0.02 0.00 0.02
C 6.13440 0.71170 -0.29262 -0.01 0.01 0.04
F 7.25797 -0.00048 -0.38716 0.06 -0.04 0.01
F 6.24014 1.76974 -1.10742 0.01 0.06 -0.02
F 5.12334 -0.03851 -0.71313 -0.07 -0.03 -0.01
H 7.87351 0.50191 3.91436 0.02 0.04 0.03
H 6.96610 1.51686 5.04731 0.00 0.01 0.00
H 6.10790 0.42277 3.95537 -0.03 0.04 0.02
H 7.74475 2.87460 3.10976 0.03 -0.04 -0.07
H 5.98046 2.77616 3.10737 -0.04 -0.06 -0.06
```
Forces are in eV/Å.